[1]
Molecular formula: C18H35AsN4V
Method: DFT, ωB97M-V/def2-TZVPD

Values from the calculation:
Spin multiplicity   3
Strongest force on any atom   1.67 eV Å⁻¹
ΔE to the lowest compared entry with this formula, charge and spin   0.0 kcal/mol
Highest occupied orbital energy (alpha / beta)   -19.519 / -19.521 eV
DFT total energy   -4104.6250 Ha
Charge   +3
HOMO-LUMO gap (alpha / beta)   8.23 / 8.62 eV

The geometry in XYZ format:
```
59
Properties=species:S:1:pos:R:3:lowdin_charge:R:1
As 0.609 -1.502 0.382 1.216
V -0.312 0.699 -0.485 0.862
N -0.098 0.690 -2.459 -0.385
N -2.309 0.986 -0.519 -0.364
N 0.617 1.754 0.817 -0.118
N 2.597 5.041 4.543 0.276
C 0.120 1.759 2.074 -0.105
C -2.663 2.297 0.090 -0.021
C 0.138 -4.372 0.461 -0.116
C -1.483 0.209 -2.742 -0.132
C 0.729 -1.585 2.345 -0.378
C 2.188 3.443 1.446 0.067
C 0.610 2.582 3.058 0.068
C -3.097 -0.102 0.115 -0.016
C 2.771 -2.599 -1.413 -0.132
C -0.596 -1.762 3.078 -0.127
C 2.184 4.334 3.736 -0.115
C 1.641 2.584 0.520 -0.051
C -0.468 -3.082 -0.089 -0.388
C 2.487 -1.948 -0.061 -0.355
C 0.136 2.071 -2.939 -0.017
C -2.544 1.021 -1.997 -0.124
C 1.662 3.453 2.742 -0.135
C 0.891 -0.219 -3.083 -0.032
H -2.930 -1.045 -0.406 0.098
H 0.861 -0.132 -4.172 0.133
H 0.193 2.557 4.056 0.155
H -1.688 0.257 -3.814 0.168
H -0.129 2.175 -3.995 0.135
H -0.406 -1.877 4.145 0.101
H 1.273 -0.701 2.683 0.069
H -1.270 -0.910 2.959 0.046
H -2.658 2.226 1.176 0.104
H 2.918 -1.877 -2.212 0.056
H -1.119 -2.661 2.752 0.076
H -2.541 2.054 -2.342 0.137
H -0.563 -3.128 -1.176 0.068
H 2.741 -2.645 0.739 0.080
H -1.965 3.077 -0.226 0.105
H -4.164 0.128 0.078 0.130
H 1.990 -3.302 -1.704 0.069
H 2.034 2.546 -0.490 0.130
H 3.697 -3.169 -1.339 0.102
H 1.371 -2.446 2.534 0.084
H 1.115 -4.590 0.033 0.076
H 0.678 -1.254 -2.820 0.086
H -2.812 -0.216 1.162 0.094
H 1.895 0.044 -2.755 0.104
H 0.228 -4.351 1.547 0.077
H -1.534 -0.847 -2.453 0.133
H -3.527 0.613 -2.236 0.160
H 3.087 -1.051 0.095 0.078
H -0.446 2.807 -2.377 0.100
H 1.193 2.316 -2.851 0.109
H -0.693 1.072 2.287 0.108
H 3.004 4.100 1.177 0.155
H -0.517 -5.206 0.207 0.102
H -3.666 2.603 -0.214 0.131
H -1.462 -2.920 0.332 0.061
```

[2]
Molecular formula: C5H13NO2
Method: DFT, ωB97M-V/def2-TZVPD

Values from the calculation:
Spin multiplicity   1
Strongest force on any atom   3.10 eV Å⁻¹
ΔE to the lowest compared entry with this formula, charge and spin   133.5 kcal/mol
Highest occupied orbital energy (alpha / beta)   -5.871 / -5.873 eV
DFT total energy   -403.3638 Ha
Charge   0
HOMO-LUMO gap (alpha / beta)   6.72 / 6.72 eV

The geometry in XYZ format:
```
21
Properties=species:S:1:pos:R:3:lowdin_charge:R:1
O -0.543 0.741 1.796 0.099
O -0.688 -1.878 1.191 -0.121
N -0.977 2.081 0.051 0.181
C 0.484 0.182 -0.289 -0.039
C -0.748 -2.323 -1.232 -0.126
C 1.967 1.838 0.207 -0.081
C -0.244 1.063 0.546 -0.535
C -1.001 -1.335 -0.133 -0.310
H -1.648 2.505 0.672 0.119
H 0.547 0.364 -1.348 0.105
H -2.049 -1.041 -0.067 0.106
H 0.329 -2.500 -1.369 0.072
H 1.895 2.615 -0.557 -0.014
H -0.570 2.675 -0.652 0.111
H 2.870 1.242 0.075 -0.005
H -1.223 -3.301 -1.061 0.073
H 1.977 2.279 1.204 -0.005
H -0.449 -0.250 1.898 0.112
H 1.182 -0.506 0.156 0.092
H -1.126 -1.920 -2.175 0.076
H 0.015 -2.531 1.088 0.089
```

[3]
Molecular formula: C16H31O18Tl
Method: DFT, ωB97M-V/def2-TZVPD

Values from the calculation:
Spin multiplicity   1
Strongest force on any atom   5.34 eV Å⁻¹
ΔE to the lowest compared entry with this formula, charge and spin   111.0 kcal/mol
Highest occupied orbital energy   -14.179 eV
DFT total energy   -2154.1373 Ha
Charge   +2
HOMO-LUMO gap   1.48 eV

The geometry in XYZ format:
```
66
Properties=species:S:1:pos:R:3:lowdin_charge:R:1
Tl 1.661 5.523 -0.666 0.978
O 3.726 2.748 2.921 0.104
O 6.455 0.239 -1.690 0.060
O -4.012 -3.245 -6.794 0.042
O 4.019 1.049 4.392 0.023
O -2.599 -6.619 0.228 0.024
O -1.581 1.733 -0.287 0.308
O 0.218 5.769 4.284 0.081
O -1.289 -0.489 -0.297 0.241
O 4.802 -0.720 -2.476 0.058
O -4.972 -1.132 -6.581 0.145
O -5.949 -2.975 -7.583 0.014
O -3.621 -4.876 -0.933 0.137
O 5.206 2.820 4.591 0.007
O -3.915 -7.051 -1.425 0.017
O -3.029 0.548 -1.244 0.331
O -0.471 7.004 6.172 -0.041
O -1.304 4.961 5.845 0.027
O 4.525 1.265 -1.393 0.086
C -0.550 5.866 5.258 -0.450
C -1.400 3.663 5.360 -0.053
C -2.149 -5.768 1.286 -0.035
C -3.055 -2.872 -5.864 -0.057
C 5.190 0.297 -1.839 -0.669
C -4.973 -2.326 -6.912 -0.529
C 4.213 2.263 3.922 -0.615
C 3.413 -1.107 -2.518 0.012
C 7.205 1.262 -1.063 -0.024
C 0.676 7.840 6.169 -0.059
C 5.606 4.183 4.410 -0.016
C 3.212 0.092 3.743 -0.038
C -3.319 -6.053 -0.768 -0.532
C -2.010 0.588 -0.560 -0.706
C -7.173 -2.346 -7.991 0.010
C -4.911 -6.962 -2.424 -0.021
H 3.216 -1.194 -1.450 0.099
H 2.773 -0.400 -3.045 0.100
H 5.887 4.236 3.359 0.091
H 4.873 4.924 4.731 0.100
H 0.481 8.868 5.865 0.097
H -5.894 -6.773 -1.993 0.103
H -8.007 -3.006 -8.230 0.108
H -2.295 -2.371 -6.463 0.113
H -2.063 3.039 5.960 0.104
H 2.321 0.577 3.346 0.080
H -3.399 -2.247 -5.040 0.102
H 8.285 1.115 -1.090 0.102
H -7.324 -1.607 -7.205 0.099
H -0.416 3.197 5.413 0.102
H -1.973 -1.073 -0.632 0.143
H -6.896 -1.843 -8.917 0.109
H 2.830 -0.655 4.440 0.107
H 3.295 -2.127 -2.886 0.102
H -2.638 -3.788 -5.445 0.104
H -2.664 -4.824 1.462 0.088
H -1.798 3.562 4.350 0.097
H -5.133 -7.898 -2.937 0.104
H -4.595 -6.166 -3.097 0.095
H 3.620 -0.171 2.767 0.100
H 1.528 7.403 5.647 0.088
H 6.561 4.308 4.919 0.100
H 7.062 2.213 -1.577 0.099
H -1.146 -5.470 0.981 0.098
H -2.252 -6.262 2.252 0.105
H 7.026 1.427 0.000 0.099
H 0.890 7.832 7.238 0.102
```

[4]
Molecular formula: C20H19AlN2O5Si
Method: DFT, ωB97M-V/def2-TZVPD

Values from the calculation:
Spin multiplicity   1
Strongest force on any atom   0.64 eV Å⁻¹
ΔE to the lowest compared entry with this formula, charge and spin   0.0 kcal/mol
Highest occupied orbital energy   -8.484 eV
DFT total energy   -1791.3372 Ha
Charge   0
HOMO-LUMO gap   8.43 eV

The geometry in XYZ format:
```
48
Properties=species:S:1:pos:R:3:lowdin_charge:R:1
Si 1.515 -0.317 0.294 0.732
Al -0.272 -0.126 1.926 0.172
O -1.456 -3.712 2.518 0.103
O -0.965 1.515 2.612 -0.017
O -0.670 -1.629 2.821 0.028
O -3.621 -4.252 -1.408 0.115
O -2.730 -4.915 0.524 0.153
N -3.019 -1.581 -0.894 0.214
N -1.891 -0.663 0.724 0.149
C 1.943 3.825 0.301 -0.088
C -1.971 -2.020 0.951 -0.095
C 1.273 -2.022 -2.024 -0.111
C -3.050 -4.013 -0.372 -0.482
C -2.688 -2.606 -0.050 -0.050
C 3.308 4.027 0.456 -0.094
C 3.649 1.645 0.452 -0.105
C 2.282 1.417 0.292 -0.337
C 0.197 0.097 -2.235 -0.135
C -2.526 -0.426 -0.410 -0.300
C 0.816 -2.379 -3.285 -0.087
C -2.751 0.908 -1.019 0.024
C 1.443 2.534 0.232 -0.138
C 0.051 -1.492 -4.029 -0.091
C -1.324 -2.545 2.180 -0.478
C 4.158 2.934 0.535 -0.089
C -0.253 -0.244 -3.502 -0.101
C 0.972 -0.777 -1.470 -0.322
C 0.501 2.233 4.324 -0.052
C 0.080 1.246 3.303 -0.242
H 5.222 3.088 0.669 0.101
H 1.055 -3.354 -3.689 0.103
H 0.369 2.388 0.144 0.081
H 1.875 -2.728 -1.462 0.094
H -2.273 1.669 -0.407 0.089
H 4.326 0.799 0.504 0.095
H -0.297 -1.767 -5.016 0.101
H -3.821 1.116 -1.061 0.096
H 0.891 1.736 5.211 0.081
H -3.534 -1.717 -1.752 0.183
H 1.332 2.785 3.869 0.092
H -0.297 2.931 4.582 0.084
H -2.356 0.953 -2.034 0.070
H 1.268 4.671 0.251 0.102
H -0.038 1.080 -1.837 0.086
H 2.624 -1.273 0.545 -0.017
H 3.705 5.032 0.515 0.100
H -0.832 0.467 -4.081 0.101
H -2.222 -4.537 1.299 0.078
```

Question: Number 4 is which compound?
Answer: C20H19AlN2O5Si

Question: Which of these has the highest charge?
Answer: C18H35AsN4V

Question: The lowest strongest force on any atom belongs to which entry?
Answer: C20H19AlN2O5Si

Question: Among the records above, which one has the lowest DFT total energy?
Answer: C18H35AsN4V